No. 1
Here is C24H35BrN2OP2SV as an isolated structure from the OMol25 dataset. Energies are from ωB97M-V with the def2-TZVPD basis set.

```
! wB97M-V def2-TZVPD RIJCOSX def2/J DEFGRID3
* xyz 0 2
C 3.084 2.498 3.501
H -3.356 -3.442 2.659
N 0.721 0.521 -2.717
C -0.178 0.091 -5.142
H -2.881 -1.535 -3.036
C 1.302 0.653 2.327
H -3.200 -1.063 -4.713
H -1.914 -3.794 -0.918
H -0.884 -2.878 -3.837
P -1.850 -2.398 1.073
H -2.928 -4.456 0.388
H -0.060 2.327 2.341
H -2.159 0.985 -5.261
C -1.118 1.287 -5.146
H 1.382 -1.598 4.425
C 2.033 2.223 -1.657
C -0.807 0.305 4.812
H -4.271 -2.219 0.684
H 2.559 2.166 0.416
H 0.852 0.428 -5.038
H 2.968 -0.709 2.509
H -1.116 -0.163 5.749
H -1.020 1.844 -4.215
H 3.135 4.529 -3.883
C 2.602 0.299 2.694
S -0.336 -1.746 -1.569
H -0.871 1.958 -5.971
C -2.317 -1.864 3.753
H 1.486 3.920 3.346
C 0.454 -2.128 4.218
H 4.499 0.892 3.528
H 4.271 5.362 -1.858
H 0.678 -2.937 3.521
H -1.128 -2.224 -5.449
P -0.741 -0.950 3.487
C 3.645 4.481 -1.801
H -3.538 -0.641 1.063
H -0.257 -0.468 -6.075
C 0.000 -0.613 -2.813
C 2.205 2.885 -2.872
H 3.989 4.175 0.299
H 0.070 -2.551 5.149
C -2.359 -3.003 2.745
C -1.976 -3.975 0.153
C 1.160 1.006 -1.558
O 0.917 0.583 -0.403
H -2.368 -2.227 4.784
H 1.701 2.505 -3.749
C 3.005 4.012 -2.941
N -0.454 -0.857 -4.063
V 0.019 -0.500 0.998
Br 4.299 3.749 4.253
C 1.800 2.899 3.171
H -1.163 -4.647 0.433
C 3.493 1.195 3.272
H 0.179 0.748 4.936
H -3.303 -1.355 -0.534
H -1.676 -3.801 3.049
C -3.397 -1.583 0.529
C -2.751 -1.826 -4.078
C 3.487 3.820 -0.592
H -3.161 -1.186 3.598
C 2.683 2.693 -0.518
H -3.296 -2.758 -4.238
H -1.507 1.104 4.569
C 0.938 1.974 2.599
C -1.273 -2.022 -4.386
*
```

Properties
- HOMO-LUMO gap (spin up / spin down) (Eh) = 0.2677 / 0.2420
- ⟨S²⟩ = 0.768
- ΔE to the lowest compared entry with this formula, charge and spin (kcal per mole) = 34.7
- highest occupied orbital energy (spin up / spin down) (eV) = -6.927 / -6.194

=====

No. 2
Here is a 11-piece molecular cluster, C4H31N3O11 overall from the OMol25 dataset. Energies are from ωB97M-V with the def2-TZVPD basis set.

```
! wB97M-V def2-TZVPD RIJCOSX def2/J DEFGRID3
* xyz 0 1
C -2.351 1.202 0.982
H 0.910 -3.559 1.895
H -3.321 2.511 -2.019
H 1.171 2.512 1.985
H 3.045 -1.690 -2.502
O 2.232 -0.797 -0.403
H 3.946 0.426 -1.364
H 0.748 -3.133 -1.866
H 3.258 -0.914 0.981
H -0.556 1.492 -2.966
O -2.501 -2.788 -0.996
O 1.806 -3.909 1.896
N -1.130 1.264 -1.028
H 3.362 1.010 -0.015
H -0.782 3.130 -2.115
H -1.482 0.004 2.483
C -3.535 2.276 -0.942
H 0.522 0.152 4.337
O 2.718 -1.050 -3.147
H -2.190 -2.958 -1.910
O -4.437 -1.190 0.181
H 4.500 -1.499 1.773
H -1.506 0.370 -1.330
N -1.330 0.523 1.619
H -0.399 0.679 1.334
O -3.456 1.085 1.515
H 0.976 2.176 -0.472
H 1.636 -0.063 -0.585
O 0.199 -2.485 -1.439
O 3.575 -1.272 1.856
H -4.054 3.032 -0.383
H 2.474 -0.334 -2.551
N 0.946 2.193 -1.466
O 3.900 1.202 -0.790
O 1.418 1.692 1.548
H -1.960 3.068 0.036
H 2.256 -3.451 2.609
H -0.736 -2.565 -1.242
C -2.168 2.042 -0.231
C -0.392 2.095 -2.061
H -4.138 1.359 -0.903
H -4.334 -0.274 0.448
H -3.431 -2.626 -1.185
H 1.559 1.529 -1.870
H 1.874 -1.682 -0.525
H 1.893 -0.485 4.033
O 1.350 0.291 3.875
H 1.676 1.115 2.302
H -3.759 -1.704 0.621
*
```

Properties
- HOMO-LUMO gap (Eh) = 0.3149
- ΔE to the lowest compared entry with this formula, charge and spin (kcal per mole) = 52.0
- highest occupied orbital energy (eV) = -8.667

=====

No. 3
Here is a 5-piece molecular cluster, C29H51NO12S5 overall from the OMol25 dataset. Energies are from ωB97M-V with the def2-TZVPD basis set.

```
! wB97M-V def2-TZVPD RIJCOSX def2/J DEFGRID3
* xyz 0 1
S -2.898 3.677 -6.036
H 1.622 7.431 4.716
H -7.659 -1.308 8.324
H 3.756 -2.560 -4.171
C -4.383 -3.779 3.366
S 2.106 4.163 2.054
H -4.553 -2.878 3.953
H -1.187 1.273 -5.297
H 3.924 3.364 -4.846
H -2.941 -0.204 8.099
H -5.171 -3.866 2.619
C 4.112 -2.563 -3.138
O -5.404 -0.152 7.055
C -3.673 -2.003 9.059
C -0.559 -2.785 -3.323
H -1.330 -0.878 -0.635
C 1.598 6.394 4.380
O -3.177 -4.106 -0.187
H -2.601 5.225 -7.770
C 3.377 2.839 -4.071
H 1.614 3.415 -1.234
O -5.094 -1.858 8.815
O -4.609 -5.826 0.851
C -0.767 -1.268 -1.476
H 3.970 2.873 1.453
H -2.187 -7.298 0.887
S -3.312 -5.256 0.657
C -2.941 -0.679 9.079
H 2.405 2.153 0.981
H -0.954 -3.591 -3.930
C 2.087 2.868 -2.041
H 3.708 -3.469 -2.674
O 2.994 4.694 3.258
C 2.553 0.768 -3.152
H 3.159 -1.582 -1.448
C -0.724 3.292 -4.665
C 2.955 2.653 1.774
C 3.555 -1.319 -2.433
H 6.167 -0.568 -3.549
O -3.643 3.640 -4.814
C 1.186 -1.175 -2.899
C 5.644 -2.648 -3.142
O -2.943 2.549 -6.915
H -3.408 0.006 9.786
H -1.908 -0.847 9.382
H 0.275 1.948 -6.019
O -4.935 -2.497 6.451
C 6.239 -2.636 -1.725
C 2.867 6.093 3.612
H 0.276 1.441 -4.320
H -3.261 -2.686 8.315
C 0.657 -2.206 -3.664
H 5.639 -2.053 -1.024
H -4.311 4.996 -7.310
H 6.329 -3.645 -1.317
H 1.216 -2.548 -4.526
N 2.486 -0.663 -3.242
H 5.784 -1.514 -4.994
H 1.514 5.744 5.250
H 4.346 -0.580 -2.296
H -2.216 -2.768 -1.946
H -3.240 5.987 -6.275
H -7.737 -1.690 6.582
H -7.358 -2.984 7.757
C -2.195 -6.511 0.139
C 6.265 -1.553 -4.013
S 1.086 0.633 -0.845
H 2.946 6.690 2.703
H 5.900 -3.611 -3.595
H 0.712 6.250 3.763
H 3.669 0.900 -4.963
C -7.257 -1.928 7.528
H -3.627 -2.491 10.030
C -3.017 -3.709 2.724
C -0.320 1.904 -5.106
O -1.393 4.048 -5.708
C 1.972 1.482 -2.104
H -2.239 -3.575 3.472
S -5.553 -1.547 7.329
O 0.780 3.888 2.513
H -4.451 -4.639 4.032
H 3.748 6.285 4.221
H 2.943 2.060 2.684
H 7.241 -2.200 -1.726
O 2.285 5.037 0.932
C 2.805 3.545 -3.016
O -2.638 -4.942 2.054
H -2.943 -2.890 2.008
C -3.297 5.131 -6.941
H 2.903 4.623 -2.962
H -2.575 -6.890 -0.807
C 0.460 -0.701 -1.807
C -1.269 -2.320 -2.223
C 3.240 1.461 -4.142
H 0.150 3.895 -4.427
H -1.210 -6.073 0.010
H 7.328 -1.746 -4.164
H -1.368 3.268 -3.784
*
```

Properties
- HOMO-LUMO gap (Eh) = 0.3115
- highest occupied orbital energy (eV) = -7.964

=====

No. 4
Here is C12H21BBr18FNO3 as an isolated structure from the OMol25 dataset. Energies are from ωB97M-V with the def2-TZVPD basis set.

```
! wB97M-V def2-TZVPD RIJCOSX def2/J DEFGRID3
* xyz 0 1
B -1.855 2.131 3.798
Br 0.819 -1.603 -6.759
H -2.961 -0.276 1.368
O -0.912 1.400 4.564
C 1.217 -3.342 2.889
H 0.095 1.371 1.384
Br 5.390 -2.561 -8.819
C -0.235 0.381 1.001
Br 7.993 -4.865 -10.376
Br -5.453 5.934 5.573
H -1.954 -1.459 -0.113
Br 10.497 -2.869 -10.316
H -0.949 -1.260 -1.653
Br -0.385 -0.844 -3.885
H -2.541 -0.472 -1.445
C -1.610 -0.768 -0.910
Br 1.524 -3.794 1.033
Br 8.364 -2.695 -12.701
Br -1.653 -2.459 5.529
Br 2.791 -0.927 -9.732
H -4.273 1.762 1.537
Br 2.097 -1.690 3.377
Br -0.413 -1.292 8.240
C -2.466 1.591 2.415
N -3.953 1.804 2.503
C 3.756 -2.600 -9.854
H -2.095 2.244 1.590
H 0.152 -3.178 3.004
Br -2.676 7.216 4.629
Br -3.829 7.867 7.545
C -0.235 -2.206 -5.252
C 8.646 -3.102 -10.830
C -1.816 -1.124 6.920
O -2.219 3.414 4.315
H -1.912 4.096 3.714
Br 2.643 -4.108 -9.377
H 1.123 1.211 4.240
Br 1.704 -4.790 4.077
H -1.694 -0.156 6.445
H 0.322 2.549 3.329
H -3.177 5.700 6.527
H -4.153 2.741 2.838
H 0.660 2.722 5.109
Br -1.971 -2.860 -5.807
H 8.064 -2.390 -10.259
Br -3.573 -1.146 7.729
C 0.367 2.019 4.305
C -0.985 0.539 -0.350
O -0.927 -0.361 1.990
H 0.700 -0.177 0.779
F -0.005 0.934 -1.284
H 0.292 -3.043 -4.810
H -1.738 1.344 -0.362
C -2.272 0.063 2.175
H -2.630 -0.435 3.100
H 4.039 -2.729 -10.891
C -3.708 6.556 6.127
*
```

Properties
- HOMO-LUMO gap (Eh) = 0.3532
- ΔE to the lowest compared entry with this formula, charge and spin (kcal per mole) = 0.0
- highest occupied orbital energy (eV) = -9.904

=====

Number 1: E_tot -5719.16542 Eh, molar mass 592.4 g mol⁻¹. Number 2: E_tot -1162.86846 Eh, molar mass 297.3 g mol⁻¹. Number 3: E_tot -4084.15236 Eh, molar mass 766.1 g mol⁻¹. Number 4: E_tot -47207.23680 Eh, molar mass 1695.4 g mol⁻¹.